Record 1
Formula: C8H20N2O11S2Zn
Source: the Open Molecules 2025 dataset
Level of theory: ωB97M-V/def2-TZVPD

ORCA input file:
```
! wB97M-V def2-TZVPD RIJCOSX def2/J DEFGRID3
* xyz -2 1
Zn 0.52 -0.04 0.28
S 0.43 -4.05 0.48
S 2.79 2.51 2.13
O 4.17 2.29 2.39
O 0.49 -4.69 1.79
O 1.90 1.54 2.65
O -0.83 0.61 -2.01
O 2.40 3.82 2.57
O 0.33 -5.00 -0.58
O 1.46 -3.02 0.34
O 7.93 -3.50 1.20
O -0.63 -3.03 0.46
O 2.59 2.37 0.71
O -4.99 1.63 0.43
N 5.92 -2.59 1.36
N -2.42 1.67 -0.18
C -2.34 2.44 -1.44
C -4.26 2.79 0.93
C -6.38 2.01 0.33
C 6.76 -3.56 0.90
C -1.93 1.45 -2.49
C -2.69 2.52 1.04
C -0.23 -0.22 -3.01
C 6.18 -4.74 0.16
H 6.18 -1.63 1.57
H -2.61 1.86 1.90
H -3.18 1.03 -0.37
H -4.57 3.63 0.31
H 5.28 -4.60 -0.44
H 4.95 -2.72 1.13
H -6.85 1.04 0.18
H -6.71 2.45 1.27
H 6.93 -5.27 -0.41
H 5.86 -5.45 0.92
H -2.10 3.43 1.17
H -1.58 1.84 -3.44
H -4.57 2.99 1.96
H -2.62 0.72 -2.92
H -3.30 2.94 -1.52
H -1.64 3.27 -1.33
H 0.44 -0.97 -2.60
H 0.41 0.43 -3.62
H -6.56 2.61 -0.57
H -0.93 -0.78 -3.62
*
```

Calculated values
LUMO energy	1.7	eV
HOMO	-0.0614	hartree
max |F|	6.1	eV Å⁻¹
E_tot	-3829.45223	Eh

Atomic partial charges in e from the natural (NBO) method, atoms 1 to 6: atom 1 (Zn): 1.006, atom 2 (S): 2.576, atom 3 (S): 2.622, atom 4 (O): -1.053, atom 5 (O): -1.039, atom 6 (O): -1.084

***

Record 2
Formula: C8H20NO2P2V
Source: the Open Molecules 2025 dataset
Level of theory: ωB97M-V/def2-TZVPD

ORCA input file:
```
! wB97M-V def2-TZVPD RIJCOSX def2/J DEFGRID3
* xyz 3 2
V 0.90 0.43 0.43
P 0.14 -1.38 -1.12
P -1.42 0.03 1.25
O 1.72 3.16 -2.15
O 0.64 1.74 -0.53
N 2.81 1.57 0.84
C 1.87 2.79 -1.08
C -2.33 -0.90 -0.02
C -1.46 -2.03 -0.55
C -2.26 1.59 1.60
C 2.80 2.85 0.09
C -0.06 -0.62 -2.74
C -1.36 -0.96 2.77
C 1.32 -2.74 -1.26
H -0.44 -1.39 -3.42
H -2.61 -0.20 -0.81
H -1.94 -2.56 -1.38
H 2.27 -2.40 -1.69
H 2.45 3.67 0.73
H 0.89 -3.49 -1.93
H -1.26 -2.78 0.22
H -0.86 -0.40 3.56
H 0.90 -0.27 -3.11
H -1.76 2.11 2.42
H -2.38 -1.15 3.08
H 3.65 1.05 0.59
H 3.78 3.12 -0.30
H -0.85 -1.91 2.62
H -3.28 1.35 1.91
H -0.77 0.21 -2.71
H 1.51 -3.22 -0.29
H 2.94 1.79 1.83
H -3.26 -1.27 0.42
H -2.29 2.22 0.72
*
```

Calculated values
LUMO energy (alpha / beta)	-13.1 / -12.5	eV
⟨S²⟩	0.80
HOMO (alpha / beta)	-0.7902 / -0.7737	hartree
max |F|	1.6	eV Å⁻¹
E_tot	-2147.67668	Eh

Atomic partial charges in e from the natural (NBO) method, atoms 1 to 6: atom 1 (V): 1.319, atom 2 (P): 1.063, atom 3 (P): 1.069, atom 4 (O): -0.254, atom 5 (O): -0.607, atom 6 (N): -0.911

***

Record 3
Formula: C8H20NO5P
Source: the Open Molecules 2025 dataset
Level of theory: ωB97M-V/def2-TZVPD

ORCA input file:
```
! wB97M-V def2-TZVPD RIJCOSX def2/J DEFGRID3
* xyz 0 1
P -1.79 -1.70 -0.11
O 0.14 -0.40 -1.15
O -1.78 0.71 -1.37
O -2.56 -2.00 -1.47
O -3.06 -1.42 0.81
O -1.58 0.73 1.81
N -0.77 -2.72 0.43
C -2.93 1.36 -0.84
C -0.60 0.77 0.79
C 2.75 -0.49 -0.08
C -1.08 1.25 3.02
C 4.07 -1.03 -0.64
C 2.27 0.79 -0.78
C 1.00 0.63 -1.63
C -0.99 -0.02 -0.46
H 1.26 0.37 -2.66
H -0.30 0.60 3.43
H -2.80 -1.57 1.72
H 2.10 1.58 -0.04
H 1.98 -1.25 -0.10
H -1.90 -1.98 -2.18
H -3.38 0.80 -0.02
H -3.65 1.45 -1.65
H 2.91 -0.25 0.97
H -0.65 2.25 2.89
H 3.05 1.18 -1.44
H -2.68 2.36 -0.48
H -1.91 1.30 3.72
H 0.33 0.33 1.16
H 4.15 -0.81 -1.71
H 4.16 -2.10 -0.49
H 0.46 1.58 -1.69
H -0.39 1.81 0.51
H 4.92 -0.54 -0.16
H -0.75 -3.57 -0.12
*
```

Calculated values
LUMO energy	0.7	eV
HOMO	-0.3275	hartree
max |F|	0.7	eV Å⁻¹
E_tot	-1089.12434	Eh

Atomic partial charges in e from the natural (NBO) method, atoms 1 to 6: atom 1 (P): 2.199, atom 2 (O): -0.544, atom 3 (O): -0.556, atom 4 (O): -0.965, atom 5 (O): -0.980, atom 6 (O): -0.551

***

Record 4
Formula: C8H20NSi
Source: the Open Molecules 2025 dataset
Level of theory: ωB97M-V/def2-TZVPD

ORCA input file:
```
! wB97M-V def2-TZVPD RIJCOSX def2/J DEFGRID3
* xyz 1 1
Si 0.07 -0.98 2.20
N -0.61 1.37 -1.54
C -1.45 -0.43 1.47
C 0.17 -0.73 -2.41
C 0.67 1.06 -0.87
C -1.58 2.04 -0.66
C 0.89 -0.25 3.73
C 1.34 0.07 -1.81
C -1.09 0.05 -2.03
C 1.27 -2.12 1.28
H -1.71 1.42 0.24
H 1.91 0.06 3.55
H -1.22 3.02 -0.37
H 0.87 -2.45 0.33
H 2.04 -0.58 -1.29
H 1.89 0.59 -2.59
H 0.42 0.59 0.09
H -2.54 2.15 -1.17
H 0.91 -0.98 4.54
H -2.14 0.13 2.09
H 2.23 -1.64 1.10
H -1.96 -1.09 0.78
H -1.78 0.18 -2.87
H 0.12 -1.74 -1.99
H -1.61 -0.43 -1.21
H -0.42 1.96 -2.35
H 1.26 1.96 -0.70
H 0.33 0.61 4.09
H 1.48 -3.01 1.87
H 0.27 -0.83 -3.49
*
```

Calculated values
LUMO energy	-2.8	eV
HOMO	-0.4217	hartree
max |F|	2.3	eV Å⁻¹
E_tot	-660.78381	Eh

Atomic partial charges in e from the natural (NBO) method, atoms 1 to 6: atom 1 (Si): 1.581, atom 2 (N): -0.331, atom 3 (C): -1.285, atom 4 (C): -0.427, atom 5 (C): -0.251, atom 6 (C): -0.439

***

Record 5
Formula: C8H20O10
Source: the Open Molecules 2025 dataset
Level of theory: ωB97M-V/def2-TZVPD

ORCA input file:
```
! wB97M-V def2-TZVPD RIJCOSX def2/J DEFGRID3
* xyz 0 1
O -2.02 2.28 -2.00
O -1.21 0.29 2.67
O 3.69 -1.47 -2.51
O 1.65 -2.31 -0.17
O 5.48 -0.48 -0.56
O -2.89 2.28 0.09
O 0.48 -4.55 0.70
O 0.78 -0.16 1.62
O -0.68 2.44 -0.28
O -1.21 -0.89 0.79
C 1.24 1.39 -1.25
C -0.71 2.23 -2.58
C -3.47 0.62 3.13
C -0.42 -0.23 1.66
C -2.54 -0.97 1.30
C 0.20 2.49 -1.36
C -2.40 -0.37 2.71
C -1.94 2.38 -0.65
H -2.96 -1.97 1.25
H -0.59 1.22 -2.97
H -3.19 -0.33 0.71
H 3.76 -2.28 -3.01
H 1.01 -3.77 0.52
H 2.04 1.51 -1.98
H 3.47 -0.80 -3.16
H -4.41 0.14 3.38
H 0.82 0.40 -1.45
H 5.17 0.42 -0.70
H 2.23 -2.17 -0.91
H 4.90 -1.02 -1.08
H -3.72 1.32 2.32
H -2.27 -1.21 3.40
H -0.34 -4.19 1.04
H -0.62 3.04 -3.31
H -3.21 1.15 4.04
H 1.61 -1.46 0.27
H 1.63 1.53 -0.25
H 0.63 3.49 -1.43
*
```

Calculated values
LUMO energy	-0.1	eV
HOMO	-0.3789	hartree
max |F|	3.5	eV Å⁻¹
E_tot	-1069.25867	Eh

Atomic partial charges in e from the natural (NBO) method, atoms 1 to 6: atom 1 (O): -0.493, atom 2 (O): -0.485, atom 3 (O): -0.958, atom 4 (O): -0.974, atom 5 (O): -0.950, atom 6 (O): -0.605

***

Record 6
Formula: C8H20O3P2
Source: the Open Molecules 2025 dataset
Level of theory: ωB97M-V/def2-TZVPD

ORCA input file:
```
! wB97M-V def2-TZVPD RIJCOSX def2/J DEFGRID3
* xyz 0 1
P 0.45 0.40 -0.17
P -2.50 0.65 -0.40
O 0.22 -0.80 -1.39
O 1.74 1.09 -0.15
O 0.30 -0.57 1.10
C 2.35 -1.16 2.28
C -0.74 2.77 -1.15
C 0.90 -3.07 -0.71
C -0.97 1.43 -0.22
C -2.94 -0.79 0.34
C 1.18 -1.80 -1.53
C -1.07 2.57 -2.58
C 1.11 -0.26 2.20
H -0.84 2.31 3.19
H -1.28 3.60 -0.73
H 2.15 -1.38 -1.22
H -3.87 -1.19 0.26
H 1.76 -3.85 -0.59
H -1.19 1.71 2.63
H 0.45 -0.23 2.99
H -3.46 1.65 -0.45
H -0.85 3.55 -3.02
H -2.18 -1.52 0.45
H 0.10 -3.57 -1.01
H 3.16 -0.71 1.71
H -2.07 2.20 -2.74
H 0.68 -2.73 0.33
H 1.66 0.75 2.16
H 0.25 3.01 -1.05
H -0.45 1.79 -3.06
H 2.63 -1.54 3.29
H 1.18 -2.14 -2.52
H 2.12 -2.15 1.76
*
```

Calculated values
LUMO energy (alpha / beta)	-0.6 / -0.6	eV
HOMO (alpha / beta)	-0.2999 / -0.2999	hartree
max |F|	5.7	eV Å⁻¹
E_tot	-1225.12133	Eh

Atomic partial charges in e from the natural (NBO) method, atoms 1 to 6: atom 1 (P): 2.373, atom 2 (P): 1.136, atom 3 (O): -0.810, atom 4 (O): -1.098, atom 5 (O): -0.827, atom 6 (C): -0.649